112
Properties=species:S:1:pos:R:3 method="wB97M-V/def2-TZVPD" charge=0 e_tot_ha=-2771.4094 gap_ev=6.474 smiles="C=CC(=O)OCCCCCC[C@]1(S)OS(=O)(=O)O[C@@H]1CCCF.CCN(CC)CC.CCN(CC)CC.CCN(CC)CC"
H -8.180 0.098 -3.514
H -0.145 -7.097 1.350
H -4.235 0.888 -0.253
H 6.983 0.714 2.670
C -1.185 -1.507 -2.157
C 6.690 1.770 2.686
C 0.415 -1.071 -1.939
H -10.098 -2.610 -1.353
C -10.931 1.646 -0.859
H -11.274 2.559 -0.362
H 1.892 -0.228 1.385
H -9.070 2.976 -3.021
H -11.217 1.728 -1.912
H 7.253 2.279 3.470
C 0.996 -3.962 2.768
O 1.887 -2.879 2.239
H 1.414 -3.219 0.122
C -8.398 2.204 -3.409
C -1.353 -3.071 -1.692
H 4.002 1.288 5.933
C 5.741 1.788 -1.851
O -6.588 -3.237 -1.918
O -4.793 -4.203 -0.052
C 6.899 4.489 -1.197
H -0.922 -3.749 -2.574
S -2.651 -5.451 -1.296
S -5.294 -4.118 -1.715
H 2.611 -0.685 4.549
C -4.523 -1.798 0.090
H -8.411 2.282 -4.501
C 6.135 1.273 5.906
C 8.790 4.603 -3.790
H 9.111 5.039 -4.744
H 0.755 -0.385 -2.854
N 4.527 1.194 3.920
C 0.678 -0.246 -0.547
H 9.083 3.547 -3.807
N 6.627 4.026 -2.556
H 3.956 -0.986 5.672
H -9.228 1.238 0.381
H -11.481 0.816 -0.410
C 1.294 -5.584 2.496
H -8.087 -1.419 -1.726
C 4.570 -0.256 3.705
H 1.123 0.838 -0.774
H 1.140 -1.997 -1.934
C -8.832 0.804 -2.984
H -10.575 -1.323 -2.459
C 8.235 4.105 -0.571
H -10.957 -1.213 -0.725
H 2.880 -0.997 -0.025
C -8.857 -0.855 -1.183
H -3.242 -1.332 2.045
H 5.749 0.730 -2.134
C 0.727 -6.314 1.318
H 7.684 2.183 -2.672
C -4.046 -0.846 1.338
H -5.679 -2.042 0.258
O -3.909 -3.414 -2.496
C -3.657 -3.222 -0.028
H 4.711 2.148 -1.927
H 0.104 -2.335 1.179
H -2.448 0.330 0.197
H 7.011 2.207 1.733
H -4.496 -1.186 -0.933
H -8.602 -0.987 -0.124
H -0.740 -3.347 -0.728
C 3.641 -1.044 4.625
H -9.847 0.622 -3.347
H 6.090 1.426 6.989
H 6.056 1.846 -0.805
H 6.102 4.120 -0.543
C -10.201 -1.522 -1.449
H -8.971 2.484 -0.787
C -3.511 0.577 0.642
H 6.806 4.531 -4.573
H 4.706 1.698 1.904
F -3.362 1.664 1.652
H -5.040 -0.530 1.919
H 5.584 -0.650 3.804
C 6.670 2.576 -2.771
H 6.392 0.223 5.740
C 1.809 -0.960 0.448
H 6.350 2.362 -3.800
C -9.426 1.496 -0.669
H -2.852 -3.366 0.832
H -1.906 -0.753 -1.624
H 8.190 4.258 0.512
N -8.720 0.560 -1.543
H -0.304 -0.077 0.084
H 3.649 -2.102 4.342
H 4.692 2.750 5.324
H 6.792 5.582 -1.153
H 8.492 3.055 -0.736
H 6.951 1.896 5.532
H -1.294 -5.649 -0.923
H 1.976 -6.133 3.303
C 1.267 -2.420 0.979
H 4.250 -0.471 2.677
C 7.288 4.789 -3.621
C 4.799 1.657 5.280
O -5.813 -5.486 -2.308
H -1.344 -1.449 -3.338
C -2.896 -3.562 -1.440
C 5.188 1.956 2.856
H -7.381 2.423 -3.070
H 9.051 4.728 -0.944
H 9.353 5.112 -3.006
H 7.079 5.858 -3.485
O -0.090 -3.666 3.535
H 4.979 3.025 2.991
H 1.189 -6.053 0.263